# 1
DFT (ωB97M-V with the def2-TZVPD basis set) results for 2 unconnected molecules or ions with the total composition C22H27BCl4N2O2.

Last column: natural (NBO) charge in e.
Cartesian coordinates (Å):
Cl 3.748 -1.561 -4.829  -0.20
B 2.737 -1.566 -3.305  0.38
Cl 1.192 -0.458 -3.462  -0.28
Cl 2.212 -3.283 -2.776  -0.25
O 3.585 -0.968 -2.225  -0.54
C 3.147 -0.810 -1.034  0.51
C 4.009 -0.245 -0.041  -0.25
C 3.509 -0.089 1.271  -0.09
C 4.302 0.463 2.266  -0.26
C 5.616 0.863 1.967  0.03
Cl 6.599 1.550 3.187  0.07
C 6.129 0.701 0.668  -0.26
C 5.341 0.152 -0.332  -0.04
H 2.127 -1.126 -0.774  0.21
H 2.491 -0.428 1.467  0.23
H 3.926 0.597 3.275  0.24
H 7.148 1.013 0.458  0.24
H 5.740 0.025 -1.337  0.24
C -2.128 2.507 -2.706  -0.41
N -2.025 1.393 -1.804  -0.45
C -0.963 1.205 -0.840  0.16
C -0.820 2.318 0.251  -0.06
C -2.195 2.633 0.843  -0.62
C -0.196 3.560 -0.365  -0.62
C 0.097 1.794 1.349  -0.62
N -1.303 -0.069 -0.268  -0.66
C -2.299 -0.777 -1.010  -0.11
C -3.453 -1.305 -0.154  -0.42
C -3.026 -2.358 0.837  -0.04
C -2.549 -3.585 0.366  -0.17
C -2.120 -4.561 1.272  -0.22
C -2.182 -4.320 2.650  -0.23
C -2.681 -3.097 3.119  -0.21
C -3.114 -2.122 2.215  -0.21
C -2.805 0.278 -1.983  0.69
O -3.748 0.162 -2.756  -0.62
H -2.849 2.243 -3.482  0.25
H -2.485 3.408 -2.194  0.19
H -1.154 2.725 -3.159  0.20
H 0.006 1.128 -1.379  0.16
H -2.631 1.745 1.318  0.22
H -2.083 3.408 1.613  0.21
H -2.892 3.010 0.084  0.21
H 0.771 3.315 -0.826  0.21
H -0.841 4.019 -1.120  0.22
H -0.023 4.306 0.421  0.21
H 1.095 1.540 0.963  0.19
H 0.218 2.572 2.117  0.22
H -0.338 0.912 1.836  0.22
H -0.552 -0.618 0.143  0.38
H -1.857 -1.614 -1.586  0.20
H -3.920 -0.463 0.381  0.21
H -4.181 -1.718 -0.871  0.24
H -2.512 -3.754 -0.714  0.21
H -1.738 -5.508 0.891  0.21
H -1.845 -5.085 3.356  0.21
H -2.732 -2.898 4.191  0.21
H -3.508 -1.160 2.557  0.21

net charge: 0
highest occupied orbital energy: -8.68 eV
Kohn-Sham gap: 6.24 eV
ΔE to the lowest compared entry with this formula, charge and spin: 0.00 kcal per mole



# 2
DFT (ωB97M-V with the def2-TZVPD basis set) results for a molecular structure, C3H5CsO5.

Last column: Mulliken spin population.
Cartesian coordinates (Å):
O -0.066 2.249 0.366  0.00
C -0.355 1.318 -0.654  0.01
C -1.819 0.870 -0.664  0.00
O -1.995 -0.397 -1.175  0.00
H -0.133 1.774 1.208  0.00
H 0.412 0.388 -0.576  -0.01
H -0.076 1.766 -1.620  0.00
H -2.404 1.640 -1.219  0.00
H -2.198 0.947 0.388  0.00
Cs -1.709 -3.376 0.379  0.00
O 1.742 -1.703 -0.079  0.17
C 2.617 -1.756 0.828  -0.06
O 3.307 -2.802 1.043  0.44
O 2.677 -0.917 1.775  0.45

multiplicity: 2
net charge: -1
highest occupied orbital energy (spin up / spin down): -3.19 / -3.19 eV
Kohn-Sham gap (spin up / spin down): 4.36 / 4.36 eV



# 3
DFT (ωB97M-V with the def2-TZVPD basis set) results for C4H7F in the gas phase.

Last column: natural (NBO) charge in e.
Cartesian coordinates (Å):
C 1.322 -0.082 0.020  -0.61
C 0.065 -1.043 -0.166  -0.48
C -1.184 -0.075 -0.097  0.41
C -0.990 1.277 -0.023  -0.53
H 1.306 -0.074 1.300  0.21
H 1.351 1.138 -0.418  0.22
H 2.220 -0.831 -0.188  0.23
H 0.231 -1.434 0.843  0.24
H 0.016 -1.631 -0.987  0.22
H -1.945 1.988 0.082  0.24
H 0.082 1.475 -0.413  0.21
F -2.474 -0.707 0.048  -0.37

net charge: 0
highest occupied orbital energy: -9.71 eV
Kohn-Sham gap: 10.61 eV
SMILES: C=C(F)CC
ΔE to the lowest compared entry with this formula, charge and spin: 75.31 kcal per mole



# 4
DFT (ωB97M-V with the def2-TZVPD basis set) results for C3H2N2O3 in the gas phase.

Last column: natural (NBO) charge in e.
Cartesian coordinates (Å):
C -1.745 -0.762 0.082  0.51
C 1.727 0.643 0.193  -0.08
C 0.153 0.871 -0.206  0.61
H -2.024 -1.943 0.449  0.21
H 2.521 1.339 0.669  0.26
N -0.338 -0.346 -0.530  -0.23
N 1.945 -0.567 -0.119  -0.07
O -2.547 0.163 0.005  -0.47
O 0.691 -1.284 -0.263  -0.23
O -0.382 1.886 -0.280  -0.50

net charge: 0
highest occupied orbital energy: -10.17 eV
Kohn-Sham gap: 10.18 eV
SMILES: O=Cn1oncc1=O
ΔE to the lowest compared entry with this formula, charge and spin: 143.10 kcal per mole



no.,energy (hartree)
1,-2980.30003
2,-513.59864
3,-256.32384
4,-450.57523